No. 1
Entry from OMol25: C4H5NO2 as an isolated structure at a distorted geometry (ωB97M-V/def2-TZVPD).

Each line ends with the natural charge from an NBO analysis.
CARTESIAN COORDINATES (ANGSTROEM)
C (-1.08, -0.89, 0.82)  -0.133
C (0.00, -0.28, 1.30)  -0.201
C (-0.83, -0.48, -0.62)  -0.461
C (0.43, 0.06, -0.08)  -0.120
N (1.04, 1.34, -0.56)  0.529
O (2.02, 1.20, -1.27)  -0.390
O (0.63, 2.38, -0.14)  -0.354
H (-1.90, -1.58, 1.14)  0.221
H (0.47, -0.21, 2.29)  0.233
H (-0.69, -1.08, -1.49)  0.226
H (-1.51, 0.23, -1.01)  0.224
H (1.43, -0.69, -0.38)  0.225

Output
Calculated total energy: -9808.59522 eV
Orbital gap: 10.74 eV
LUMO level: 0.4 eV
Charge: 0

No. 2
Entry from OMol25: a 13-piece molecular cluster, C44H75N13 overall at a distorted geometry (ωB97M-V/def2-TZVPD).

Each line ends with the Löwdin charge.
CARTESIAN COORDINATES (ANGSTROEM)
C (2.64, -3.49, -2.66)  -0.071
C (1.92, -4.24, -3.74)  -0.270
N (1.36, -4.83, -4.55)  0.129
H (2.28, -3.78, -1.67)  0.047
H (2.40, -2.43, -2.76)  0.065
H (3.72, -3.59, -2.62)  0.081
C (-0.37, -1.15, 4.07)  -0.055
C (0.79, -0.24, 4.11)  -0.252
N (1.71, 0.43, 4.07)  0.179
H (-0.27, -1.86, 3.24)  0.051
H (-1.31, -0.61, 4.13)  0.052
H (-0.29, -1.85, 4.90)  0.092
C (4.27, 2.08, -1.57)  -0.074
C (4.80, 0.72, -1.63)  -0.270
N (5.17, -0.39, -1.57)  0.132
H (5.04, 2.73, -1.98)  0.085
H (4.11, 2.38, -0.53)  0.040
H (3.30, 2.05, -2.06)  0.063
C (4.91, 0.83, 4.41)  -0.077
C (4.67, 0.95, 3.00)  -0.276
N (4.48, 1.02, 1.85)  0.164
H (4.52, -0.12, 4.77)  0.073
H (4.46, 1.63, 5.00)  0.088
H (5.98, 0.96, 4.55)  0.089
C (-3.07, 4.85, 1.95)  -0.122
C (-3.98, 4.08, 2.92)  -0.201
C (-3.08, 3.05, 3.75)  -0.155
C (-2.32, 2.08, 2.98)  -0.192
N (-1.70, 1.29, 2.37)  0.202
H (-2.44, 5.61, 2.41)  0.075
H (-3.72, 5.38, 1.26)  0.074
H (-2.50, 4.15, 1.33)  0.048
H (-4.67, 3.56, 2.26)  0.085
H (-4.43, 4.86, 3.53)  0.107
H (-3.67, 2.48, 4.48)  0.112
H (-2.37, 3.61, 4.35)  0.121
C (2.65, -3.53, 2.68)  -0.132
C (3.65, -2.36, 2.61)  -0.227
C (4.46, -2.39, 1.24)  -0.176
C (5.54, -3.41, 1.13)  -0.212
N (6.43, -4.16, 1.07)  0.121
H (1.87, -3.29, 3.40)  0.047
H (3.13, -4.44, 3.04)  0.078
H (2.23, -3.77, 1.70)  0.039
H (4.24, -2.32, 3.52)  0.102
H (3.02, -1.46, 2.63)  0.050
H (4.93, -1.41, 1.11)  0.064
H (3.74, -2.56, 0.44)  0.089
C (1.38, 6.69, -4.02)  -0.100
C (1.35, 5.55, -3.01)  -0.282
C (0.16, 4.67, -3.15)  -0.207
C (-1.08, 5.39, -2.79)  -0.224
N (-2.06, 5.96, -2.50)  0.151
H (2.17, 7.41, -3.83)  0.070
H (0.55, 7.39, -3.97)  0.075
H (1.47, 6.37, -5.06)  0.077
H (1.40, 6.01, -2.02)  0.103
H (2.25, 4.93, -2.98)  0.106
H (0.39, 3.84, -2.48)  0.072
H (-0.04, 4.27, -4.15)  0.127
C (1.18, 3.41, 1.58)  -0.090
C (1.76, 4.46, 0.61)  -0.260
C (3.11, 5.03, 0.90)  -0.210
C (3.12, 5.64, 2.18)  -0.237
N (3.18, 6.15, 3.24)  0.147
H (1.13, 3.80, 2.60)  0.077
H (1.77, 2.49, 1.63)  0.045
H (0.21, 3.11, 1.19)  0.047
H (0.96, 5.20, 0.65)  0.114
H (1.83, 4.13, -0.43)  0.077
H (3.40, 5.76, 0.14)  0.124
H (3.90, 4.27, 0.90)  0.113
C (-0.95, -7.97, 1.01)  -0.101
C (-0.02, -7.21, 0.01)  -0.250
C (-0.21, -5.73, -0.06)  -0.199
C (-0.19, -5.14, 1.25)  -0.193
N (-0.10, -4.66, 2.35)  0.176
H (-0.92, -9.06, 0.93)  0.065
H (-1.99, -7.79, 0.75)  0.071
H (-0.80, -7.82, 2.08)  0.069
H (-0.12, -7.73, -0.95)  0.113
H (1.01, -7.46, 0.27)  0.111
H (-1.15, -5.47, -0.56)  0.127
H (0.62, -5.39, -0.68)  0.109
C (-0.99, -1.71, -7.50)  -0.106
C (-0.88, -2.43, -6.17)  -0.276
C (-1.05, -1.50, -4.99)  -0.182
C (-0.86, -2.15, -3.64)  -0.170
N (-0.72, -2.66, -2.61)  0.175
H (-0.63, -2.38, -8.28)  0.078
H (-0.42, -0.78, -7.47)  0.075
H (-2.03, -1.47, -7.72)  0.075
H (0.15, -2.79, -6.07)  0.090
H (-1.53, -3.30, -6.15)  0.121
H (-2.09, -1.16, -4.97)  0.100
H (-0.42, -0.61, -5.01)  0.120
C (-3.63, 0.23, -2.62)  -0.101
C (-2.80, 1.50, -2.79)  -0.261
C (-2.66, 2.20, -1.47)  -0.203
C (-3.98, 2.55, -0.88)  -0.215
N (-5.03, 2.85, -0.49)  0.153
H (-4.65, 0.48, -2.34)  0.073
H (-3.24, -0.44, -1.86)  0.061
H (-3.75, -0.27, -3.58)  0.062
H (-3.34, 2.08, -3.54)  0.116
H (-1.80, 1.36, -3.20)  0.092
H (-2.08, 3.12, -1.55)  0.086
H (-2.19, 1.50, -0.77)  0.087
C (-5.20, -2.89, 1.72)  -0.077
C (-4.84, -1.37, 1.90)  -0.234
C (-4.05, -1.09, 3.16)  -0.226
C (-4.54, -1.56, 4.41)  -0.248
N (-4.99, -1.88, 5.42)  0.154
H (-5.71, -3.28, 2.60)  0.070
H (-4.28, -3.47, 1.61)  0.064
H (-5.82, -2.94, 0.83)  0.071
H (-5.79, -0.83, 1.92)  0.108
H (-4.37, -0.90, 1.04)  0.096
H (-3.95, -0.01, 3.28)  0.094
H (-3.06, -1.54, 3.03)  0.091
C (-1.18, -1.62, 0.43)  -0.106
C (0.37, -1.54, 0.46)  -0.218
C (0.94, -0.10, 0.67)  -0.174
C (0.72, 0.78, -0.47)  -0.198
N (0.53, 1.50, -1.34)  0.185
H (-1.79, -1.19, 1.22)  0.035
H (-1.52, -2.65, 0.36)  0.056
H (-1.51, -1.24, -0.53)  0.032
H (0.77, -1.96, -0.46)  0.077
H (0.67, -2.16, 1.31)  0.056
H (1.98, -0.07, 0.97)  0.092
H (0.34, 0.22, 1.52)  0.059

Output
Calculated total energy: -66212.17869 eV
Orbital gap: 11.26 eV
LUMO level: 0.2 eV
Charge: 0

No. 3
Entry from OMol25: a 10-piece molecular cluster, C20H60O20 overall at a distorted geometry (ωB97M-V/def2-TZVPD).

Each line ends with the Löwdin charge.
CARTESIAN COORDINATES (ANGSTROEM)
C (4.54, 1.41, 1.04)  -0.255
C (3.40, 1.38, 2.02)  -0.204
O (3.32, 0.13, 2.67)  -0.088
O (5.87, 1.57, 1.49)  -0.059
H (4.39, 2.19, 0.29)  0.109
H (4.51, 0.51, 0.43)  0.123
H (2.46, 1.48, 1.47)  0.113
H (3.41, 2.16, 2.78)  0.129
H (4.21, -0.15, 2.89)  0.101
H (6.47, 1.32, 0.78)  0.087
C (-0.98, 0.26, -4.39)  -0.217
C (0.47, -0.27, -4.70)  -0.174
O (0.87, -1.28, -3.72)  -0.072
O (-1.72, -0.91, -4.31)  -0.065
H (-1.44, 0.88, -5.16)  0.130
H (-1.03, 0.78, -3.43)  0.083
H (1.15, 0.56, -4.84)  0.090
H (0.40, -0.70, -5.70)  0.118
H (1.83, -1.23, -3.70)  0.088
H (-1.13, -1.52, -3.86)  0.060
C (-4.05, -1.34, 0.26)  -0.222
C (-4.01, -1.25, -1.27)  -0.234
O (-2.88, -0.55, -1.69)  -0.087
O (-3.25, -2.41, 0.71)  -0.065
H (-5.06, -1.49, 0.62)  0.116
H (-3.78, -0.38, 0.70)  0.114
H (-4.89, -0.82, -1.76)  0.115
H (-3.92, -2.23, -1.74)  0.116
H (-2.70, -0.82, -2.59)  0.043
H (-2.36, -2.10, 0.92)  0.031
C (-2.47, 2.78, -2.64)  -0.212
C (-3.28, 4.07, -2.40)  -0.269
O (-2.98, 5.07, -3.29)  -0.025
O (-1.11, 3.01, -2.24)  -0.084
H (-2.47, 2.49, -3.69)  0.107
H (-2.93, 1.95, -2.11)  0.108
H (-3.31, 4.31, -1.34)  0.120
H (-4.31, 3.81, -2.65)  0.128
H (-2.08, 5.35, -3.14)  0.081
H (-0.90, 3.93, -2.41)  0.080
C (2.39, 2.18, -3.08)  -0.208
C (3.33, 3.30, -3.76)  -0.242
O (3.04, 3.53, -5.09)  -0.054
O (2.63, 2.03, -1.69)  -0.083
H (2.55, 1.19, -3.53)  0.090
H (1.36, 2.44, -3.30)  0.096
H (4.32, 2.92, -3.55)  0.115
H (3.31, 4.29, -3.31)  0.115
H (2.13, 3.84, -5.15)  0.087
H (1.84, 1.88, -1.16)  0.031
C (-2.14, 2.75, 1.38)  -0.206
C (-2.65, 4.01, 2.17)  -0.258
O (-4.02, 4.14, 2.10)  -0.062
O (-2.25, 1.57, 2.18)  -0.063
H (-1.10, 2.84, 1.08)  0.102
H (-2.70, 2.59, 0.46)  0.101
H (-2.32, 4.94, 1.71)  0.104
H (-2.28, 4.07, 3.19)  0.118
H (-4.30, 4.88, 2.64)  0.089
H (-1.59, 0.99, 1.80)  0.050
C (0.52, -0.23, -0.58)  -0.140
C (0.61, -1.00, 0.76)  -0.177
O (-0.67, -1.39, 1.28)  -0.090
O (0.25, 1.22, -0.41)  -0.095
H (-0.29, -0.62, -1.20)  0.095
H (1.45, -0.33, -1.15)  0.102
H (1.13, -0.48, 1.57)  0.098
H (1.27, -1.87, 0.77)  0.109
H (-0.55, -2.06, 1.96)  0.027
H (-0.42, 1.47, -1.05)  0.043
C (0.36, -4.06, -1.83)  -0.234
C (-1.14, -3.77, -1.80)  -0.224
O (-1.87, -4.10, -2.97)  -0.048
O (0.64, -5.44, -1.81)  -0.065
H (0.87, -3.63, -0.97)  0.102
H (0.94, -3.60, -2.64)  0.103
H (-1.36, -2.71, -1.65)  0.094
H (-1.64, -4.25, -0.96)  0.106
H (-2.08, -5.04, -2.95)  0.090
H (1.54, -5.57, -1.52)  0.084
C (-0.85, -5.14, 1.91)  -0.258
C (-1.01, -4.43, 3.26)  -0.196
O (-0.36, -3.17, 3.30)  -0.074
O (-1.21, -6.48, 2.11)  -0.033
H (0.21, -5.12, 1.66)  0.116
H (-1.30, -4.59, 1.09)  0.099
H (-0.48, -4.85, 4.12)  0.127
H (-2.06, -4.41, 3.56)  0.133
H (0.59, -3.28, 3.40)  0.106
H (-0.98, -6.78, 1.23)  0.086
C (3.11, 0.25, 5.93)  -0.278
C (2.80, 0.69, 7.38)  -0.218
O (2.57, -0.49, 8.16)  -0.063
O (1.97, 0.02, 5.18)  -0.067
H (3.86, -0.54, 5.87)  0.119
H (3.54, 1.05, 5.31)  0.105
H (1.97, 1.39, 7.42)  0.121
H (3.72, 1.21, 7.62)  0.105
H (2.24, -0.22, 9.02)  0.078
H (2.30, 0.02, 4.28)  0.031

Output
SMILES string: OCCO.OCCO.OCCO.OCCO.OCCO.OCCO.OCCO.OCCO.OCCO.OCCO
Calculated total energy: -62655.64009 eV
Orbital gap: 9.46 eV
LUMO level: -0.1 eV
Charge: 0

No. 4
Entry from OMol25: an isolated ion of composition H2N3 and charge +1 at a distorted geometry (ωB97M-V/def2-TZVPD).

Each line ends with the natural charge from an NBO analysis.
CARTESIAN COORDINATES (ANGSTROEM)
N (0.64, -0.38, -1.74)  0.304
N (0.21, 0.04, -0.68)  0.223
N (-0.16, 0.18, 0.49)  -0.518
H (-0.33, 1.03, 1.06)  0.502
H (-0.37, -0.86, 0.88)  0.489

Output
SMILES string: N#[N+]N
Calculated total energy: -4491.40878 eV
Orbital gap: 11.02 eV
LUMO level: -7.3 eV
Charge: +1